Version one
Below is C5H12N2O2 as an isolated structure, with properties calculated with ωB97M-V/def2-TZVPD.

Orbital gap (alpha / beta), eV: 8.5 / 8.5
HOMO (alpha / beta), eV: -7.83 / -7.83
Molecular weight, u: 132.16

Element x y z (Å)
H: 2.45202 -1.56223 -1.28464
H: 1.08609 2.12872 0.92145
H: 2.65509 -2.07895 0.42755
H: 1.30449 0.18587 0.90916
C: -2.25235 0.15000 -0.67867
H: 0.78834 1.51225 2.58476
N: 1.02912 -0.83399 0.09305
H: -2.48838 -0.81574 -0.22629
H: 1.46421 0.78387 -1.90279
C: 0.62798 1.35571 1.52593
H: -0.56341 1.47679 -0.89930
H: -2.28784 0.01426 -1.75758
C: 1.94286 -1.86787 -0.36698
O: -1.42230 0.38256 2.07833
N: 0.12226 -0.49100 -0.76660
C: -0.63776 0.93733 1.13250
O: 0.76579 0.17421 -2.19441
H: 1.37665 -2.77536 -0.58796
H: -2.09617 -0.18092 1.67472
H: -3.00665 0.88381 -0.38987
C: -0.86004 0.62068 -0.29240

Atomic partial charges in e from the Löwdin method, atoms 1 to 5:
1 H 0.07
2 H 0.08
3 H 0.07
4 H 0.16
5 C -0.04

Version two
Below is C5H12N2O2 in the gas phase, with properties calculated with ωB97M-V/def2-TZVPD.

Structure (SMILES): CO[C@@H](C)[C@](C)(N)N=O
Orbital gap, eV: 8.6
HOMO, eV: -7.89
Molecular weight, u: 132.16

Element x y z (Å)
C: 0.05776 -1.45785 -1.37213
H: -0.05973 -0.75213 -2.20020
C: 1.97221 0.68018 -0.71919
H: -2.29438 0.70288 1.61338
O: -0.36824 2.17013 -1.13747
H: 2.71888 -0.11936 -0.68546
H: 1.63050 0.76983 -1.75305
O: -1.71188 -0.14528 -0.19045
H: -0.71947 -2.21624 -1.47992
C: -0.08736 -0.74405 -0.05536
H: -3.53961 -0.22033 0.73193
C: -2.47406 -0.18197 0.98780
N: -0.36890 1.68477 -0.05137
H: -0.23774 -1.41879 0.78706
H: 1.03503 -1.94393 -1.45559
H: 2.46545 1.62328 -0.46022
H: 0.45356 0.42102 2.23055
H: -2.26357 -1.06863 1.60561
C: 0.81877 0.39671 0.22663
H: 1.72570 1.34879 1.77772
N: 1.24711 0.47097 1.59972

Atomic partial charges in e from the Löwdin method, atoms 1 to 5:
1 C -0.05
2 H 0.09
3 C -0.05
4 H 0.07
5 O 0.00

Which structure is most stable, and how do the rest compare? From most to least stable: version two, version one.

Version one
Below is a 2-piece molecular cluster, ClH2NOS overall, with properties calculated with ωB97M-V/def2-TZVPD.

Orbital gap (alpha / beta), eV: 6.6 / 6.6
HOMO (alpha / beta), eV: -9.05 / -9.04
Molecular weight, u: 99.54

Element x y z (Å)
O: -1.16299 -1.54285 -0.84747
Cl: 1.91342 -0.71647 0.46823
S: 0.79008 0.39963 -0.66632
H: -0.07275 1.47784 1.07707
H: -1.65230 -1.17919 -0.09584
N: 0.18453 1.56103 0.06433

Atomic partial charges in e from the Löwdin method, atoms 1 to 5:
1 O -0.38
2 Cl 0.25
3 S 0.56
4 H 0.05
5 H -0.09

Version two
Below is a 2-piece molecular cluster, ClH2NOS overall, with properties calculated with ωB97M-V/def2-TZVPD.

Orbital gap, eV: 9.5
HOMO, eV: -11.07
Molecular weight, u: 99.54

Element x y z (Å)
N: -0.15081 0.18152 0.11429
S: 0.34253 1.50153 -0.55947
H: -0.01272 -0.05877 1.14162
H: -0.32403 -1.53520 -0.69967
O: 0.35449 2.66302 0.31671
Cl: -0.20947 -2.75210 -0.31349

Atomic partial charges in e from the Löwdin method, atoms 1 to 5:
1 N -0.38
2 S 0.88
3 H 0.06
4 H -0.32
5 O -0.50

Which structure is most stable, and how do the rest compare? From most to least stable: version two, version one.

Version one
Below is a 2-piece molecular cluster, NO4S overall, with properties calculated with ωB97M-V/def2-TZVPD.

Orbital gap (alpha / beta), eV: 7.2 / 7.3
HOMO (alpha / beta), eV: -4.40 / -4.45
Total charge: -1
Molecular weight, u: 110.07

Element x y z (Å)
N: 1.30060 0.07115 0.01319
O: 2.42308 -0.41659 -0.05958
O: 1.12232 1.28020 -0.07263
S: -2.07037 0.40478 0.04739
O: -3.10377 -0.65496 -0.11907
O: 0.32814 -0.68457 0.19069

Atomic partial charges in e from the Löwdin method, atoms 1 to 5:
1 N -0.67
2 O -0.05
3 O -0.08
4 S 0.73
5 O -0.74

Version two
Below is an isolated ion of composition NO4S and charge -1, with properties calculated with ωB97M-V/def2-TZVPD.

Structure (SMILES): O=S(=O)=[N+]([O-])[O-]
Orbital gap, eV: 9.0
HOMO, eV: -4.89
Total charge: -1
Molecular weight, u: 110.07

Element x y z (Å)
O: 1.58069 -0.75108 0.68846
N: 0.84947 0.06349 0.10152
S: -0.92538 -0.31813 0.38790
O: 1.27889 0.91482 -0.65851
O: -1.61443 1.17487 0.36142
O: -1.16923 -1.08397 -0.88079

Atomic partial charges in e from the Löwdin method, atoms 1 to 5:
1 O -0.08
2 N -0.55
3 S 0.79
4 O -0.01
5 O -0.61

Which structure is most stable, and how do the rest compare? From most to least stable: version two, version one.

Version one
Below is C4H3NS in the gas phase, with properties calculated with ωB97M-V/def2-TZVPD.

Orbital gap (alpha / beta), eV: 7.2 / 7.4
HOMO (alpha / beta), eV: -8.04 / -8.76
Molecular weight, u: 97.14

Element x y z (Å)
C: -1.04367 -1.44816 -0.06196
S: 3.59899 -0.28107 -0.30498
H: -1.87109 -1.89164 0.72393
N: 1.12551 0.65584 0.19122
C: -1.12640 -0.07248 -0.10679
C: 2.15738 0.09916 -0.00212
H: -2.25738 0.10538 -0.17439
H: -0.39629 1.93515 -0.14619
C: -0.18704 0.89783 -0.11872

Atomic partial charges in e from the Löwdin method, atoms 1 to 5:
1 C 0.09
2 S 0.76
3 H 0.07
4 N 0.06
5 C -0.28

Version two
Below is C4H3NS in the gas phase, with properties calculated with ωB97M-V/def2-TZVPD.

Orbital gap (alpha / beta), eV: 6.0 / 6.0
HOMO (alpha / beta), eV: -7.67 / -7.68
Molecular weight, u: 97.14

Element x y z (Å)
H: 0.63508 -1.24143 -1.76400
C: -0.62571 0.92326 1.20007
C: 1.23127 0.28346 -0.21473
S: -0.40607 2.21511 2.06882
N: -1.27896 0.06620 0.65698
H: -1.38377 -1.49004 -0.65187
C: 0.48314 -0.63993 -0.76216
H: 2.18873 0.65879 -0.29516
C: -0.84372 -0.77541 -0.23796

Atomic partial charges in e from the Löwdin method, atoms 1 to 5:
1 H 0.13
2 C -0.78
3 C 0.08
4 S 0.75
5 N 0.03

Which structure is most stable, and how do the rest compare? From most to least stable: version two, version one.

Version one
Below is C3H4ClN in the gas phase, with properties calculated with ωB97M-V/def2-TZVPD.

Structure (SMILES): C#CCNCl
Orbital gap, eV: 10.4
HOMO, eV: -9.52
Molecular weight, u: 89.52

Element x y z (Å)
C: 0.73929 -0.72454 -0.03693
H: -0.87952 0.49839 1.23319
N: -0.67110 1.08809 0.42777
C: -0.15989 0.22889 -0.64058
H: 2.16322 -2.08425 0.79576
H: -0.92063 -0.35745 -1.04967
C: 1.33463 -1.51856 0.57990
Cl: -2.08344 2.00731 0.01828
H: 0.47744 0.86212 -1.32772

Atomic partial charges in e from the Löwdin method, atoms 1 to 5:
1 C -0.15
2 H 0.06
3 N -0.49
4 C -0.32
5 H 0.01

Version two
Below is a 2-piece molecular cluster, C3H4ClN overall, with properties calculated with ωB97M-V/def2-TZVPD.

Orbital gap, eV: 9.0
HOMO, eV: -8.77
Molecular weight, u: 89.52

Element x y z (Å)
C: -2.25201 0.91494 -0.53406
H: -1.97440 0.14243 1.60628
C: -2.06850 0.68633 0.68270
C: 1.57542 -0.83454 -0.20761
H: 3.33557 -1.59810 0.38418
Cl: 3.94148 0.68472 0.01000
H: 0.83663 -0.10926 -0.31346
H: -2.31687 1.44516 -1.46162
N: 2.74437 -0.82061 0.08776

Atomic partial charges in e from the Löwdin method, atoms 1 to 5:
1 C 0.00
2 H 0.02
3 C -0.01
4 C -0.01
5 H 0.09

Which structure is most stable, and how do the rest compare? From most to least stable: version one, version two.

Version one
Below is CH3IN2O in the gas phase, with properties calculated with ωB97M-V/def2-TZVPD.

Structure (SMILES): C/N=N\OI
Orbital gap (alpha / beta), eV: 6.1 / 6.1
HOMO (alpha / beta), eV: -9.01 / -9.01
Molecular weight, u: 185.95

Element x y z (Å)
C: -0.94053 -0.36129 -0.02901
H: -0.62571 -0.76228 0.94800
H: -0.41241 -0.89739 -0.82667
N: -0.87822 1.01430 -0.10181
I: 2.38976 -1.14874 0.06346
N: 0.72678 1.65921 0.07735
H: -2.01355 -0.56103 -0.12700
O: 1.75389 1.05722 -0.00432

Atomic partial charges in e from the Löwdin method, atoms 1 to 5:
1 C -0.33
2 H 0.06
3 H 0.02
4 N 0.00
5 I 0.61

Version two
Below is CH3IN2O in the gas phase, with properties calculated with ωB97M-V/def2-TZVPD.

Orbital gap (alpha / beta), eV: 8.0 / 6.7
HOMO (alpha / beta), eV: -8.66 / -8.48
Molecular weight, u: 185.95

Element x y z (Å)
N: 1.05796 0.38017 0.09626
I: 0.28568 -1.95668 -0.74116
H: 2.13569 0.10373 -0.03693
N: 0.57056 1.42522 -0.48116
H: 0.88247 0.06149 0.98464
C: -1.72461 -0.58120 0.28081
O: -2.75046 -1.01649 0.16921
H: -0.45729 1.58377 -0.27168

Atomic partial charges in e from the Löwdin method, atoms 1 to 5:
1 N -0.29
2 I 0.41
3 H 0.15
4 N 0.01
5 H 0.02

Version three
Below is CH3IN2O in the gas phase, with properties calculated with ωB97M-V/def2-TZVPD.

Structure (SMILES): O=CNNI
Orbital gap, eV: 8.7
HOMO, eV: -9.30
Molecular weight, u: 185.95

Element x y z (Å)
O: -1.14301 0.10182 1.55143
I: 2.59373 1.24252 -0.08174
N: -0.15913 -0.06437 -0.56813
C: -1.19005 0.02867 0.35769
H: -0.39563 -0.40894 -1.46188
H: -2.17651 0.20920 -0.22332
H: 1.28341 -0.76123 0.69044
N: 1.18720 -0.34767 -0.26449

Atomic partial charges in e from the Löwdin method, atoms 1 to 5:
1 O 0.04
2 I 0.63
3 N -0.10
4 C -0.37
5 H 0.10

Which structure is most stable, and how do the rest compare? From most to least stable: version three, version two, version one.

Version one
Below is a 2-piece molecular cluster, C10H13O2 overall, with properties calculated with ωB97M-V/def2-TZVPD.

Orbital gap, eV: 7.2
HOMO, eV: -4.02
Total charge: -1
Molecular weight, u: 165.21

Element x y z (Å)
H: 1.73297 -1.48345 1.20233
H: -0.74214 -1.54889 1.05511
C: -0.43217 1.71586 1.87638
C: 0.38274 -1.21231 -3.80906
H: -1.81731 3.28229 1.27314
H: -0.55481 -1.64681 -4.17856
C: -1.20595 2.98972 2.13407
O: -0.40533 -3.05422 -0.69484
H: -0.53964 3.82640 2.33151
C: 0.93610 1.70760 2.15083
H: 2.73035 0.57534 2.16856
C: -0.69201 -2.53540 -1.78990
C: 1.65631 0.53609 1.99337
H: 0.14397 -0.60902 -1.66553
O: -1.71544 -2.65194 -2.51095
H: -1.90013 2.81762 2.95494
H: 1.32632 -1.39999 -4.31667
H: 1.49776 2.58924 2.43174
H: 1.31304 -1.89823 -2.00665
C: -1.05001 0.51777 1.54630
C: 1.13449 -0.63206 1.48049
H: 0.20428 -0.14725 -4.01546
H: -2.10225 0.33430 1.37906
C: -0.25719 -0.61374 1.31559
C: 0.35608 -1.45890 -2.30581

Atomic partial charges in e from the Löwdin method, atoms 1 to 5:
1 H 0.10
2 H 0.09
3 C -0.29
4 C -0.14
5 H 0.07

Version two
Below is a 2-piece molecular cluster, C10H13O2 overall, with properties calculated with ωB97M-V/def2-TZVPD.

Orbital gap, eV: 7.5
HOMO, eV: -4.22
Total charge: -1
Molecular weight, u: 165.21

Element x y z (Å)
H: -0.29426 -1.78334 1.95656
C: -0.48260 1.86084 -2.02496
O: 1.67269 -1.14388 4.39824
H: -2.88714 -0.48951 -0.28703
C: 1.48909 0.93716 -0.56909
H: 2.29298 -1.01889 -0.00768
H: -2.16253 2.25089 -3.39292
C: -2.59667 0.75045 -1.99262
O: 1.40985 -0.13026 2.38497
C: -0.01914 -1.94301 2.97909
H: 1.35688 0.83478 0.55396
H: -0.56899 -0.42681 0.42411
H: 1.30408 -1.15886 -1.37877
C: -1.75872 1.69960 -2.55002
H: -3.60600 0.61100 -2.38860
H: 2.92423 -0.31831 -1.59816
C: 1.13308 -0.97122 3.28474
H: 0.38640 -2.96716 2.98131
C: -0.88197 0.19753 -0.40057
H: -0.88492 -1.87611 3.65461
H: 2.09688 1.84302 -0.73353
C: 0.06885 1.01350 -1.04192
C: 2.03947 -0.50322 -0.91461
H: 0.17793 2.59135 -2.52683
C: -2.20947 0.14045 -0.81030

Atomic partial charges in e from the Löwdin method, atoms 1 to 5:
1 H 0.02
2 C -0.06
3 O -0.10
4 H 0.09
5 C -0.19

Version three
Below is a 2-piece molecular cluster, C10H13O2 overall, with properties calculated with ωB97M-V/def2-TZVPD.

Orbital gap, eV: 7.0
HOMO, eV: -3.77
Total charge: -1
Molecular weight, u: 165.21

Element x y z (Å)
O: -1.45335 -2.56519 -2.12481
C: -0.77677 -1.03175 0.78269
C: 0.09350 1.34988 0.74551
C: -1.43191 -1.30358 -2.09400
H: -1.69639 -1.04162 0.29066
C: 0.48357 2.42610 1.52658
C: -0.00071 0.16162 2.89653
C: -0.19312 0.14458 1.52561
C: 0.84342 -1.27302 -3.36687
H: 0.44037 -2.00421 -4.04977
H: -0.87124 -1.92390 1.29718
H: 0.99341 1.16385 4.55513
C: 0.70954 1.22218 3.57184
H: -0.13335 -1.22516 -0.11436
H: 0.37340 -0.02132 -1.63764
O: -2.39083 -0.72269 -1.64604
H: 1.77132 2.95428 3.37972
C: 1.02656 2.31434 2.84933
H: -0.26341 1.40151 -0.27651
H: -0.62436 0.22858 -3.16732
H: 1.54491 -0.56962 -3.83503
C: -0.12934 -0.50161 -2.47400
H: 0.64734 3.25608 0.87885
H: -0.46195 -0.64493 3.32199
H: 1.49941 -1.79443 -2.83529

Atomic partial charges in e from the Löwdin method, atoms 1 to 5:
1 O -0.09
2 C -0.04
3 C -0.01
4 C -0.81
5 H 0.05

Which structure is most stable, and how do the rest compare? From most to least stable: version one, version two, version three.

Version one
Below is a 2-piece molecular cluster, C10H13O2 overall, with properties calculated with ωB97M-V/def2-TZVPD.

Orbital gap, eV: 7.7
HOMO, eV: -4.23
Total charge: -1
Molecular weight, u: 165.21

Element x y z (Å)
H: -1.49121 -2.02161 2.30804
H: -0.93579 0.05735 1.03585
H: -0.04466 1.31032 -2.39840
H: -2.87633 0.71223 -3.45982
O: -2.96049 2.00302 -1.00606
H: 2.74360 1.35120 0.75311
H: 0.22537 -3.56781 2.93674
H: -1.07692 2.53226 -3.13399
H: -1.81710 -0.35966 -2.53778
C: 2.20481 -1.16799 1.50981
C: 1.67338 1.16657 0.88825
H: 1.25048 1.93290 1.53323
C: -1.84972 0.48002 -3.23350
C: -1.09504 1.63223 -2.49240
H: 2.54314 -3.11334 2.35136
C: -0.13182 -0.52218 1.49567
C: -0.49756 -1.76188 1.95088
H: 3.18715 -1.03986 1.08393
H: -1.27222 0.23562 -4.12972
C: -1.73143 1.89177 -1.08497
O: -0.88277 1.92769 -0.14211
C: 1.19352 -0.21405 1.24096
C: 1.81541 -2.34514 2.16166
C: 0.48848 -2.62641 2.46507
H: 1.33773 1.50674 -0.09582

Atomic partial charges in e from the Löwdin method, atoms 1 to 5:
1 H 0.10
2 H 0.11
3 H 0.08
4 H 0.05
5 O -0.06

Version two
Below is a 2-piece molecular cluster, C10H13O2 overall, with properties calculated with ωB97M-V/def2-TZVPD.

Orbital gap, eV: 7.0
HOMO, eV: -3.93
Total charge: -1
Molecular weight, u: 165.21

Element x y z (Å)
C: -0.76770 -0.48520 1.59586
H: -3.29280 -2.35802 -1.67554
C: 1.75633 1.68533 -0.12303
O: 3.81408 0.73291 -0.84529
H: 1.36014 3.82578 0.06339
H: 1.22744 1.06390 -0.84315
H: -0.69099 0.16496 2.45701
C: 0.28407 -1.87356 -0.04857
H: 1.19395 -2.27954 -0.46889
C: -3.44864 -1.78183 -0.76324
C: -0.94909 -2.07898 -0.65218
H: -4.14146 -2.27824 -0.08331
C: 3.15948 1.09471 0.15736
H: -2.85618 -0.14565 1.38111
C: 0.37929 -1.04825 1.06583
H: -1.02143 -2.72979 -1.51582
H: 1.34348 -0.86207 1.51631
C: -2.00277 -0.70543 0.99880
C: -2.10486 -1.50677 -0.13652
H: 2.83927 3.43535 -0.83576
O: 3.48233 1.01785 1.36723
H: 1.16357 1.62534 0.79678
C: 1.79614 3.14269 -0.65453
H: -3.91143 -0.84329 -1.08261
H: 1.38777 3.18780 -1.67125

Atomic partial charges in e from the Löwdin method, atoms 1 to 5:
1 C -0.09
2 H 0.07
3 C -0.21
4 O -0.10
5 H 0.05

Version three
Below is a 2-piece molecular cluster, C10H13O2 overall, with properties calculated with ωB97M-V/def2-TZVPD.

Orbital gap, eV: 6.7
HOMO, eV: -3.80
Total charge: -1
Molecular weight, u: 165.21

Element x y z (Å)
C: 0.32057 0.81606 -2.02013
H: 0.00582 1.81978 -2.26819
H: -0.61427 0.21664 0.93206
C: 1.60440 0.42345 -2.39417
H: 1.21234 0.35549 2.54467
H: -0.76585 -2.06589 -0.68439
H: -1.58936 0.14147 -1.23889
H: 2.11831 2.41503 -3.00297
C: -0.09200 -1.37621 -1.18097
C: 2.01069 -0.89610 -2.22380
C: 0.35117 1.00521 2.74608
H: 3.48432 1.47911 -2.63169
O: -2.15888 -1.32226 2.34441
H: 1.40444 -2.85315 -1.50463
C: 1.15242 -1.80843 -1.60973
H: 0.68626 2.02706 2.54674
C: -0.57130 -0.11118 -1.49742
C: -0.85838 0.64999 1.89690
O: -2.51133 0.53470 3.58459
H: 2.58809 1.18554 -4.18162
C: 2.50828 1.39746 -3.11733
H: -1.37464 1.59706 1.68857
C: -1.95499 -0.13442 2.68918
H: 0.15892 0.92236 3.81675
H: 3.05214 -1.15973 -2.38701

Atomic partial charges in e from the Löwdin method, atoms 1 to 5:
1 C -0.05
2 H 0.10
3 H 0.05
4 C -0.29
5 H 0.06

Which structure is most stable, and how do the rest compare? From most to least stable: version two, version three, version one.